Record 1
{
  "formula": "H22O11",
  "method": "ωB97M-V with the def2-TZVPD basis set",
  "elements": ["O", "H", "H", "O", "H", "H", "O", "H", "H", "O", "H", "H", "O", "H", "H", "O", "H", "H", "O", "H", "H", "O", "H", "H", "O", "H", "H", "O", "H", "H", "O", "H", "H"],
  "coordinates": [[0.099, 1.290, -0.766], [0.537, 0.580, -0.284], [-0.785, 0.946, -0.938], [2.781, 4.021, -0.020], [2.711, 3.060, -0.003], [3.700, 4.193, 0.213], [-4.620, -1.871, -0.951], [-4.356, -2.786, -0.801], [-4.276, -1.668, -1.828], [-1.919, -0.890, -0.051], [-2.100, 0.052, -0.142], [-1.142, -0.925, 0.518], [-1.527, 3.943, -0.969], [-1.042, 3.118, -1.084], [-1.060, 4.391, -0.255], [-2.225, -2.354, 1.608], [-2.170, -3.295, 1.408], [-1.416, -2.171, 2.099], [3.050, -1.218, -2.237], [3.091, -1.315, -3.195], [2.403, -0.516, -2.100], [3.754, -1.358, 0.603], [3.625, -2.086, -0.016], [4.213, -0.688, 0.084], [0.017, -3.261, -0.699], [0.664, -2.553, -0.603], [0.138, -3.798, 0.092], [2.669, -0.456, 2.667], [3.361, -1.107, 2.828], [2.960, 0.006, 1.873], [-3.749, 2.984, 1.368], [-3.126, 2.384, 0.943], [-4.260, 3.349, 0.637]],
  "forces_ev_per_a": [[0.16, 0.10, -0.05], [-0.10, 0.10, 0.05], [0.24, -0.25, -0.19], [0.17, -0.17, 0.03], [-0.12, 0.13, -0.03], [-0.09, 0.08, -0.01], [-0.17, -0.12, -0.25], [0.05, 0.17, 0.07], [0.01, -0.01, 0.13], [0.60, 1.65, -1.43], [-0.40, -0.07, 0.12], [-0.33, -0.12, -0.10], [-0.08, -0.14, 0.02], [0.22, 0.21, 0.03], [-0.05, -0.03, -0.04], [0.02, -1.36, 1.38], [-0.05, 0.02, 0.06], [-0.13, -0.17, 0.28], [-0.08, 0.10, -0.02], [0.03, -0.07, 0.06], [0.00, 0.01, -0.05], [0.36, -0.14, -0.55], [0.04, 0.11, -0.15], [0.12, -0.24, -0.20], [0.16, -0.03, 0.19], [-0.01, -0.07, -0.12], [0.02, -0.01, -0.10], [-0.33, 0.52, 0.74], [-0.15, 0.13, -0.22], [-0.10, -0.39, 0.30], [-0.04, -0.11, -0.05], [-0.07, 0.19, 0.06], [0.11, 0.02, 0.05]],
  "homo_energy_ev": -10.57,
  "orbital_gap_ev": 10.087,
  "energy_ha": -840.745967,
  "lumo_energy_ev": -0.5,
  "e_above_lowest_ev": 3.6509
}

---

Record 2
{
  "formula": "C6H10O",
  "method": "ωB97M-V with the def2-TZVPD basis set",
  "elements": ["C", "C", "C", "C", "O", "C", "C", "H", "H", "H", "H", "H", "H", "H", "H", "H", "H"],
  "coordinates": [[1.468, 1.279, 0.689], [0.411, 0.338, 0.191], [-0.375, 0.544, -1.106], [-0.890, -0.786, -0.576], [-2.044, -1.267, -1.199], [-0.866, -0.076, 0.918], [0.597, -1.178, -0.123], [1.045, 2.282, 0.820], [1.865, 0.952, 1.654], [2.301, 1.349, -0.021], [0.220, 0.591, -2.026], [-1.113, 1.356, -1.079], [-2.276, -2.160, -0.929], [-0.684, -0.541, 1.918], [-1.732, 0.567, 0.968], [0.808, -1.747, 0.811], [1.266, -1.503, -0.911]],
  "forces_ev_per_a": [[0.08, 0.01, 0.12], [0.39, 0.33, 0.09], [0.08, 0.18, 0.06], [-0.14, 0.51, 2.27], [0.84, -0.62, 0.09], [-0.78, -0.07, -0.47], [0.02, -0.27, -0.55], [0.08, -0.15, -0.01], [0.02, 0.04, -0.06], [-0.13, -0.02, 0.12], [-0.17, -0.39, 0.08], [0.15, -0.14, 0.00], [0.12, -0.11, 0.21], [-0.33, -0.43, -1.07], [0.06, 0.89, 0.19], [-0.64, -0.01, -0.76], [0.34, 0.24, -0.29]],
  "homo_energy_ev": -9.36,
  "orbital_gap_ev": 10.192,
  "energy_ha": -309.758368,
  "lumo_energy_ev": 0.8,
  "e_above_lowest_ev": 2.2858
}

---

Record 3
{
  "formula": "C2H2CdO2",
  "method": "ωB97M-V with the def2-TZVPD basis set",
  "elements": ["C", "C", "O", "Cd", "H", "O", "H"],
  "coordinates": [[-0.289, -0.274, -0.867], [-1.301, 0.398, -0.939], [0.249, 1.073, 2.436], [1.393, -0.066, 1.649], [-2.241, 0.801, -1.275], [0.838, -0.641, -0.249], [1.352, -1.290, -0.755]],
  "forces_ev_per_a": [[-1.14, 1.42, 0.78], [0.67, -1.11, -0.80], [-1.94, 2.23, 1.94], [2.28, -0.97, 1.03], [0.40, -0.03, 0.33], [0.04, -1.61, -3.00], [-0.31, 0.08, -0.27]],
  "homo_energy_ev": [-8.24, -7.90],
  "orbital_gap_ev": [6.745, 6.626],
  "energy_ha": -395.335005,
  "lumo_energy_ev": [-1.5, -1.3],
  "e_above_lowest_ev": 4.0808
}

---

Record 4
{
  "formula": "C10H22Cl2GaIO3P2",
  "method": "ωB97M-V with the def2-TZVPD basis set",
  "elements": ["C", "I", "H", "H", "H", "Ga", "P", "C", "C", "H", "H", "H", "H", "H", "H", "C", "H", "H", "H", "P", "C", "C", "H", "H", "H", "C", "H", "H", "H", "H", "H", "H", "C", "O", "Cl", "C", "Cl", "C", "O", "O", "H"],
  "coordinates": [[0.210, -4.132, -0.910], [1.668, -2.717, -0.132], [-0.683, -3.632, -1.290], [-0.031, -4.800, -0.079], [0.724, -4.683, -1.699], [0.144, -0.207, -0.015], [-1.434, -0.767, 1.618], [-0.455, -1.198, 3.096], [-2.551, 0.533, 2.217], [-3.368, 0.065, 2.792], [-3.119, -2.417, 2.108], [-2.972, 1.090, 1.367], [-3.159, -1.915, 0.393], [0.202, -0.355, 3.339], [-2.022, 1.252, 2.862], [-2.503, -2.188, 1.228], [-1.152, -1.388, 3.921], [-1.902, -3.057, 0.943], [0.154, -2.083, 2.893], [1.074, 0.405, -2.126], [2.882, 0.322, -1.977], [0.580, -0.727, -3.464], [-0.320, 2.274, -2.754], [1.186, 2.211, -3.728], [1.204, 2.827, -2.043], [0.760, 2.086, -2.721], [-0.500, -0.619, -3.640], [1.121, -0.462, -4.385], [3.333, 0.637, -2.930], [3.196, -0.699, -1.725], [0.792, -1.768, -3.188], [3.211, 1.000, -1.179], [1.681, 0.494, 1.284], [2.773, 0.472, 1.683], [0.332, 4.927, -0.166], [-0.169, 4.049, 1.303], [-1.902, 4.166, 1.734], [0.125, 2.565, 1.098], [0.893, 2.064, 1.989], [-0.428, 1.959, 0.136], [0.426, 4.417, 2.145]],
  "forces_ev_per_a": [[0.05, -0.35, 0.10], [-0.59, -0.39, -0.05], [0.34, 0.12, 0.11], [0.09, 0.22, -0.17], [-0.06, 0.19, 0.13], [0.57, 1.96, 0.23], [-0.70, -0.52, 1.11], [0.08, -0.06, -0.49], [-0.07, 0.52, -0.43], [0.38, 0.06, -0.24], [0.20, 0.01, -0.20], [0.02, -0.15, 0.30], [0.07, -0.10, 0.17], [-0.17, -0.12, 0.12], [-0.07, -0.31, -0.26], [0.14, 0.19, -0.25], [0.18, 0.02, -0.13], [-0.14, 0.10, 0.13], [-0.07, 0.06, 0.16], [0.25, -0.02, -0.86], [0.00, -0.22, 0.33], [-0.16, 0.03, 0.12], [0.26, 0.00, -0.04], [-0.07, -0.21, 0.32], [-0.10, -0.26, -0.13], [-0.47, 0.23, 0.22], [0.28, -0.02, -0.02], [-0.14, -0.11, 0.31], [-0.16, -0.12, 0.26], [0.04, 0.34, -0.20], [0.02, 0.27, -0.13], [-0.01, -0.11, -0.24], [2.43, 0.33, 0.98], [-2.50, -0.24, -0.95], [-0.38, -0.13, 0.43], [0.08, -0.10, 0.03], [0.52, 0.21, -0.29], [-0.11, 0.17, 0.64], [-0.51, -0.51, -1.32], [0.76, -0.98, 0.48], [-0.28, 0.00, -0.29]],
  "homo_energy_ev": -16.08,
  "orbital_gap_ev": 8.811,
  "energy_ha": -4445.013866,
  "total_charge": 2,
  "lumo_energy_ev": -7.3,
  "e_above_lowest_ev": 0.0000
}

---

Record 5
{
  "formula": "C40H51N4O5RhS3SbSi",
  "method": "ωB97M-V with the def2-TZVPD basis set",
  "elements": ["Rh", "N", "C", "C", "C", "C", "C", "C", "S", "O", "O", "N", "C", "N", "C", "C", "C", "N", "H", "H", "H", "H", "H", "H", "H", "H", "H", "C", "C", "C", "C", "O", "Si", "S", "O", "C", "C", "C", "C", "O", "C", "C", "C", "C", "H", "H", "H", "H", "H", "H", "H", "H", "H", "H", "H", "H", "H", "H", "H", "H", "H", "H", "H", "H", "H", "H", "H", "H", "H", "H", "H", "S", "Sb", "C", "C", "C", "C", "C", "C", "C", "C", "C", "C", "C", "C", "C", "C", "C", "C", "C", "C", "H", "H", "H", "H", "H", "H", "H", "H", "H", "H", "H", "H", "H", "H", "H"],
  "coordinates": [[-0.454, -0.019, -0.109], [-4.259, 4.161, 6.268], [-3.261, 3.603, 5.537], [-2.139, 3.028, 6.154], [-1.119, 2.495, 5.395], [-1.207, 2.540, 4.012], [-2.309, 3.094, 3.381], [-3.330, 3.624, 4.135], [0.068, 1.883, 2.984], [0.500, 2.904, 2.042], [1.161, 1.355, 3.761], [-0.549, 0.717, 2.036], [-0.718, -0.491, 2.554], [-0.805, -1.480, 1.628], [-0.892, -2.725, 2.064], [-0.873, -3.020, 3.416], [-0.827, -1.935, 4.286], [-0.772, -0.688, 3.871], [-4.278, 4.043, 7.264], [-5.098, 4.457, 5.804], [-2.090, 3.015, 7.233], [-0.252, 2.048, 5.853], [-2.336, 3.103, 2.304], [-4.194, 4.063, 3.663], [-0.963, -3.500, 1.312], [-0.885, -4.038, 3.768], [-0.835, -2.063, 5.359], [0.385, -3.463, -2.093], [0.408, -2.107, -2.798], [0.184, -2.293, -4.294], [1.720, -1.359, -2.546], [-0.625, -1.295, -2.211], [-2.232, -1.222, -2.531], [-2.695, 0.129, -0.877], [-2.688, -0.639, -3.954], [-2.724, 0.643, -4.594], [-2.589, 0.369, -6.093], [-4.067, 1.296, -4.270], [-1.582, 1.526, -4.107], [-2.855, -2.684, -2.344], [-4.182, -3.215, -2.479], [-4.279, -4.351, -1.463], [-5.227, -2.147, -2.176], [-4.349, -3.729, -3.907], [1.203, -4.089, -2.438], [-0.556, -3.965, -2.304], [0.476, -3.319, -1.018], [0.977, -2.910, -4.708], [0.183, -1.333, -4.801], [-0.768, -2.782, -4.475], [2.574, -1.944, -2.873], [1.829, -1.149, -1.480], [1.716, -0.407, -3.072], [-3.386, -0.287, -6.431], [-1.636, -0.109, -6.303], [-2.642, 1.303, -6.644], [-4.888, 0.687, -4.639], [-4.120, 2.276, -4.734], [-4.170, 1.413, -3.193], [-0.627, 1.050, -4.306], [-1.666, 1.702, -3.038], [-1.617, 2.479, -4.623], [-4.107, -3.958, -0.465], [-3.535, -5.114, -1.673], [-5.266, -4.800, -1.507], [-5.059, -1.724, -1.188], [-6.218, -2.589, -2.206], [-5.172, -1.349, -2.910], [-3.629, -4.515, -4.118], [-4.198, -2.912, -4.608], [-5.350, -4.129, -4.040], [0.725, 1.901, -0.710], [2.415, 1.458, 0.916], [3.831, 0.912, -0.613], [4.759, -0.094, -0.411], [5.681, -0.395, -1.399], [5.682, 0.309, -2.590], [4.762, 1.326, -2.791], [3.837, 1.621, -1.806], [3.547, 3.036, 1.844], [4.617, 3.557, 1.135], [5.422, 4.515, 1.729], [5.152, 4.951, 3.017], [4.076, 4.425, 3.715], [3.269, 3.464, 3.130], [2.680, -0.329, 2.112], [2.232, -1.548, 1.638], [2.536, -2.711, 2.331], [3.297, -2.642, 3.487], [3.738, -1.415, 3.956], [3.435, -0.250, 3.271], [4.765, -0.647, 0.519], [6.409, -1.174, -1.233], [6.398, 0.070, -3.360], [4.769, 1.893, -3.708], [3.107, 2.405, -1.968], [4.824, 3.214, 0.132], [6.258, 4.920, 1.179], [5.780, 5.700, 3.477], [3.847, 4.762, 4.715], [2.427, 3.055, 3.664], [1.640, -1.592, 0.721], [2.195, -3.667, 1.956], [3.555, -3.548, 4.014], [4.337, -1.358, 4.852], [3.765, 0.714, 3.638]],
  "forces_ev_per_a": [[-0.88, 0.33, -0.66], [-0.16, 0.11, 0.16], [0.31, -0.12, -0.25], [-0.09, 0.05, -0.09], [0.02, 0.00, -0.02], [0.51, -0.39, -0.43], [-0.09, 0.08, 0.05], [0.09, -0.08, 0.02], [-0.46, 0.07, 0.29], [-0.24, 0.13, -0.08], [-0.32, 0.13, 0.70], [0.09, 1.13, -0.41], [-0.25, -1.38, 0.95], [-0.02, 0.83, -0.14], [-0.05, -0.42, 0.30], [0.01, 0.03, -0.22], [-0.01, -0.30, -0.08], [-0.05, 0.17, 0.05], [-0.10, 0.03, -0.04], [0.00, -0.01, 0.16], [0.09, -0.04, 0.10], [0.08, -0.08, 0.11], [-0.16, 0.08, -0.20], [-0.10, 0.06, -0.14], [0.00, -0.05, -0.05], [-0.10, -0.07, 0.03], [-0.03, -0.16, 0.12], [-0.05, 0.33, -0.12], [0.82, -0.47, -0.15], [-0.10, 0.17, 0.32], [-0.43, -0.15, 0.09], [0.25, 0.17, 0.02], [-0.37, 0.67, 0.57], [0.46, -0.11, 0.02], [0.07, -0.22, -0.03], [-0.13, 0.36, -0.34], [-0.03, 0.05, 0.39], [0.31, -0.22, -0.06], [-0.16, -0.27, -0.02], [0.27, -0.19, 0.19], [-0.42, -0.36, -0.07], [0.08, 0.31, -0.26], [0.34, -0.13, 0.02], [0.12, 0.13, 0.30], [0.12, -0.06, -0.03], [-0.09, -0.09, 0.06], [0.04, -0.03, 0.16], [0.06, -0.04, -0.03], [0.01, 0.15, -0.13], [-0.17, -0.14, -0.11], [0.10, -0.08, -0.05], [0.09, -0.04, -0.02], [0.03, 0.10, -0.04], [-0.10, -0.06, -0.03], [0.11, -0.04, -0.03], [-0.01, 0.11, -0.11], [-0.09, -0.07, -0.04], [-0.06, 0.14, -0.05], [-0.05, 0.06, 0.12], [0.23, -0.06, -0.05], [0.00, 0.11, 0.15], [0.05, 0.16, -0.04], [-0.02, 0.01, 0.17], [0.10, -0.11, -0.04], [-0.16, -0.12, 0.04], [-0.05, 0.04, 0.16], [-0.14, 0.01, -0.01], [-0.07, 0.17, -0.14], [0.10, -0.09, -0.02], [-0.01, 0.08, -0.13], [-0.13, -0.06, -0.05], [-0.33, -0.57, 0.21], [1.84, -0.02, -0.33], [-0.40, 0.18, 0.41], [0.02, -0.09, 0.22], [0.10, -0.09, -0.02], [0.01, 0.01, -0.01], [-0.02, 0.04, -0.07], [-0.16, 0.14, -0.06], [-0.48, -0.46, -0.29], [-0.02, -0.16, -0.18], [0.05, 0.08, 0.01], [0.02, -0.01, -0.03], [-0.01, 0.00, 0.01], [-0.21, 0.06, 0.17], [-0.36, 0.44, -0.48], [-0.14, 0.10, -0.38], [0.02, -0.04, -0.06], [-0.05, -0.07, -0.07], [0.13, 0.11, -0.02], [0.00, 0.26, -0.06], [0.07, -0.06, 0.02], [0.07, -0.13, 0.01], [0.11, -0.02, -0.08], [-0.01, 0.05, -0.14], [0.07, 0.05, -0.09], [0.12, 0.03, -0.05], [0.06, 0.05, -0.04], [0.04, 0.05, 0.02], [0.04, 0.04, 0.08], [0.13, 0.09, 0.08], [0.22, -0.13, 0.18], [-0.01, -0.02, 0.01], [-0.01, -0.06, 0.07], [0.03, -0.01, 0.10], [0.03, -0.08, 0.07]],
  "multiplicity": 5,
  "homo_energy_ev": [-10.20, -10.22],
  "orbital_gap_ev": [7.357, 5.438],
  "energy_ha": -3984.821000,
  "total_charge": 1,
  "s_squared": 6.021,
  "lumo_energy_ev": [-2.8, -4.8]
}

---

Record 6
{
  "formula": "C19H18N2O4S2",
  "method": "ωB97M-V with the def2-TZVPD basis set",
  "elements": ["C", "O", "C", "C", "C", "C", "N", "S", "O", "O", "C", "C", "C", "C", "N", "C", "O", "C", "C", "C", "C", "C", "S", "C", "C", "C", "C", "H", "H", "H", "H", "H", "H", "H", "H", "H", "H", "H", "H", "H", "H", "H", "H", "H", "H"],
  "coordinates": [[2.724, 6.524, 1.794], [2.875, 5.236, 1.251], [1.906, 4.767, 0.414], [0.753, 5.456, 0.060], [-0.163, 4.880, -0.805], [0.045, 3.609, -1.323], [-0.898, 3.016, -2.162], [-0.485, 1.943, -3.385], [0.804, 2.246, -3.933], [-1.622, 1.939, -4.257], [-0.403, 0.386, -2.518], [-1.464, -0.003, -1.724], [-1.419, -1.212, -1.054], [-0.302, -2.036, -1.192], [-0.191, -3.269, -0.549], [-1.070, -3.869, 0.311], [-2.118, -3.390, 0.664], [-0.590, -5.251, 0.761], [-1.148, -5.610, 2.095], [-0.469, -5.894, 3.240], [-1.322, -6.171, 4.330], [-2.634, -6.088, 3.994], [-2.858, -5.661, 2.345], [0.760, -1.633, -2.005], [0.708, -0.422, -2.666], [1.197, 2.915, -0.962], [2.115, 3.490, -0.111], [3.606, 6.689, 2.412], [1.828, 6.596, 2.419], [2.684, 7.289, 1.012], [0.553, 6.445, 0.442], [-1.053, 5.429, -1.077], [-1.680, 3.598, -2.420], [-2.321, 0.645, -1.637], [-2.238, -1.524, -0.428], [0.658, -3.775, -0.765], [-0.941, -5.961, 0.004], [0.500, -5.293, 0.798], [0.605, -5.913, 3.304], [-0.970, -6.418, 5.315], [-3.491, -6.242, 4.618], [1.624, -2.272, -2.116], [1.516, -0.085, -3.297], [1.372, 1.931, -1.364], [3.014, 2.964, 0.168]],
  "forces_ev_per_a": [[-0.02, 0.16, 0.07], [0.00, -0.27, -0.14], [-0.08, -0.10, -0.08], [0.26, 0.09, 0.22], [-0.10, -0.37, -0.24], [0.61, 0.27, 0.51], [-0.24, -0.60, -0.85], [-0.33, 0.28, 0.12], [0.04, -0.20, 0.34], [-0.18, -0.03, 0.21], [0.08, 0.55, -0.29], [0.04, -0.09, 0.00], [-0.16, 0.01, 0.05], [-0.06, 0.34, -0.19], [0.38, -0.08, -0.18], [0.46, -0.32, -0.04], [-0.19, 0.16, -0.06], [-0.28, 0.08, 0.07], [-0.31, 0.03, -0.02], [-0.02, 0.02, -0.28], [-0.15, -0.03, 0.17], [-0.14, -0.03, -0.31], [0.44, -0.16, 0.45], [-0.15, 0.01, 0.05], [0.08, 0.02, -0.06], [0.02, 0.20, 0.12], [0.01, 0.19, 0.10], [-0.08, 0.04, -0.03], [0.02, 0.00, -0.03], [-0.01, -0.02, 0.02], [0.01, 0.08, 0.05], [-0.10, 0.08, -0.03], [-0.12, -0.09, -0.22], [-0.15, 0.03, 0.10], [0.00, 0.02, -0.01], [-0.20, 0.02, 0.14], [0.13, 0.03, -0.04], [-0.04, -0.03, -0.05], [0.21, 0.02, -0.05], [0.02, -0.03, 0.18], [-0.15, -0.04, 0.18], [0.10, -0.05, -0.01], [0.15, -0.03, -0.04], [0.13, -0.09, 0.07], [0.11, -0.08, 0.03]],
  "homo_energy_ev": -8.03,
  "orbital_gap_ev": 8.402,
  "energy_ha": -1941.666272,
  "lumo_energy_ev": 0.4,
  "e_above_lowest_ev": 1.4015
}